[1]
ORCA calculation (wB97M-V/def2-TZVPD) on a molecular structure, C44H39BiN7O2Se2Te2.

Properties
LUMO = 2.330 eV
Relative energy (zero: lowest compared OMol25 entry of this formula, charge and spin) = 139.0 kJ/mol
Total charge = -1
Calculated total energy = -211909.402 eV

Cartesian coordinates (Å):
Bi (3.513, 2.722, 19.729)
O (3.661, 2.212, 21.875)
C (3.274, 1.059, 22.603)
C (2.365, 0.117, 21.809)
C (1.031, 0.675, 21.474)
C (-0.077, 0.490, 22.238)
C (-1.277, 1.028, 21.835)
C (-1.252, 1.915, 20.758)
C (-0.090, 2.163, 20.076)
C (-0.035, 3.025, 18.818)
C (0.628, 4.434, 19.058)
O (1.916, 4.274, 19.533)
C (0.732, 5.125, 17.669)
C (-0.066, 4.760, 16.539)
C (0.074, 5.531, 15.403)
C (0.977, 6.622, 15.346)
C (1.814, 6.870, 16.413)
C (1.614, 6.162, 17.561)
C (-0.243, 5.267, 20.019)
C (-1.563, 5.627, 19.747)
C (-2.331, 6.210, 20.745)
C (-1.846, 6.426, 22.035)
C (-0.548, 6.021, 22.246)
C (0.260, 5.482, 21.294)
N (1.057, 1.570, 20.445)
C (4.475, 0.247, 23.070)
C (4.644, -1.112, 22.962)
C (5.799, -1.773, 23.403)
C (6.814, -1.009, 24.086)
C (6.586, 0.352, 24.298)
C (5.459, 0.999, 23.788)
C (2.406, 1.439, 23.809)
C (1.816, 2.720, 23.849)
C (0.853, 3.039, 24.855)
C (0.518, 2.202, 25.866)
C (1.034, 0.929, 25.860)
C (2.023, 0.633, 24.865)
H (2.946, -0.155, 20.924)
H (2.190, -0.774, 22.417)
H (0.001, -0.215, 23.054)
H (-2.189, 0.873, 22.352)
H (-2.083, 2.604, 20.612)
H (0.597, 2.604, 18.053)
H (-1.007, 3.228, 18.386)
H (-0.829, 3.984, 16.553)
H (-0.500, 5.323, 14.586)
H (0.983, 7.268, 14.460)
H (2.645, 7.609, 16.301)
H (2.188, 6.374, 18.484)
H (-1.939, 5.440, 18.761)
H (-3.353, 6.471, 20.559)
H (-2.390, 6.885, 22.815)
H (-0.103, 6.213, 23.207)
H (1.296, 5.307, 21.605)
H (3.958, -1.713, 22.411)
H (5.828, -2.855, 23.347)
H (7.704, -1.426, 24.582)
H (7.419, 0.891, 24.775)
H (5.299, 2.100, 23.992)
H (1.918, 3.422, 23.029)
H (0.457, 4.077, 24.734)
H (-0.207, 2.371, 26.665)
H (0.755, 0.161, 26.528)
H (2.316, -0.383, 24.841)
N (5.835, 5.685, 18.224)
C (6.078, 6.351, 17.075)
C (5.597, 7.597, 17.294)
N (5.047, 7.739, 18.510)
C (5.151, 6.530, 19.041)
C (4.720, 6.200, 20.383)
N (4.577, 5.019, 20.992)
C (4.029, 5.261, 22.212)
C (3.815, 6.653, 22.328)
N (4.317, 7.206, 21.195)
H (6.041, 4.714, 18.278)
H (6.468, 5.938, 16.178)
H (5.522, 8.356, 16.530)
H (3.866, 4.438, 22.868)
H (3.335, 7.264, 23.106)
H (4.140, 8.110, 20.812)
Se (2.613, 0.478, 18.104)
Te (4.692, -0.559, 17.049)
Te (6.431, 1.479, 16.907)
Se (6.377, 2.211, 19.289)
N (1.597, 1.795, 14.492)
C (1.673, 2.733, 13.463)
C (0.557, 3.011, 12.617)
C (0.583, 3.975, 11.705)
C (1.751, 4.785, 11.617)
C (2.879, 4.368, 12.283)
N (2.854, 3.347, 13.192)
H (0.723, 1.376, 14.683)
H (2.234, 1.794, 15.329)
H (-0.302, 2.338, 12.605)
H (-0.264, 4.053, 11.006)
H (1.811, 5.652, 11.003)
H (3.807, 4.860, 12.098)

[2]
ORCA calculation (wB97M-V/def2-TZVPD) on a molecular structure, C44H39ClIrO4S.

Properties
Spin multiplicity = 2
LUMO (alpha / beta) = -1.064 / -1.544 eV
Relative energy (zero: lowest compared OMol25 entry of this formula, charge and spin) = 140.0 kJ/mol
Total charge = 0
Calculated total energy = -80645.891 eV
Expectation value of S² = 0.7583

Cartesian coordinates (Å):
Ir (0.279, 0.939, 0.529)
C (-0.019, -5.118, -0.296)
C (0.757, -4.454, 0.832)
C (1.413, -5.456, 1.753)
O (-0.119, -3.611, 1.580)
C (0.030, -2.247, 1.199)
C (1.136, -2.341, 0.100)
O (1.752, -3.592, 0.335)
C (2.222, -1.267, -0.245)
O (1.967, -0.006, 0.325)
C (3.649, -1.574, 0.250)
C (3.954, -2.310, 1.391)
C (5.267, -2.431, 1.826)
C (6.298, -1.804, 1.145)
C (6.004, -1.044, 0.022)
C (4.695, -0.932, -0.415)
C (2.233, -1.221, -1.783)
C (2.703, -2.337, -2.479)
C (2.683, -2.371, -3.862)
C (2.196, -1.285, -4.582)
C (1.734, -0.174, -3.898)
C (1.752, -0.142, -2.506)
C (0.044, -1.381, 2.485)
O (-0.036, 0.019, 2.203)
C (1.243, -1.641, 3.388)
C (2.266, -0.708, 3.497)
C (3.342, -0.940, 4.343)
C (3.412, -2.109, 5.083)
C (2.388, -3.044, 4.985)
C (1.304, -2.803, 4.154)
C (-1.262, -1.610, 3.272)
C (-2.340, -2.373, 2.840)
C (-3.523, -2.407, 3.575)
C (-3.645, -1.682, 4.747)
C (-2.570, -0.919, 5.190)
C (-1.396, -0.886, 4.459)
H (-0.811, -5.742, 0.118)
H (0.649, -5.741, -0.891)
H (-0.475, -4.372, -0.948)
H (0.667, -6.139, 2.159)
H (1.908, -4.934, 2.569)
H (2.151, -6.032, 1.196)
H (-0.877, -1.937, 0.676)
H (0.544, -2.440, -0.818)
H (3.175, -2.798, 1.953)
H (5.474, -3.014, 2.714)
H (7.320, -1.899, 1.491)
H (6.794, -0.535, -0.516)
H (4.481, -0.328, -1.287)
H (3.088, -3.184, -1.922)
H (3.055, -3.245, -4.383)
H (2.188, -1.306, -5.664)
H (1.366, 0.685, -4.447)
H (1.421, 0.749, -1.995)
H (2.228, 0.197, 2.908)
H (4.135, -0.206, 4.410)
H (4.254, -2.292, 5.738)
H (2.425, -3.955, 5.570)
H (0.493, -3.518, 4.101)
H (-2.273, -2.970, 1.943)
H (-4.349, -3.012, 3.223)
H (-4.566, -1.711, 5.315)
H (-2.647, -0.351, 6.109)
H (-0.562, -0.287, 4.804)
Cl (-3.241, 5.903, 1.719)
C (-2.698, 4.343, 1.201)
C (-2.371, 3.394, 2.141)
C (-2.005, 2.118, 1.715)
C (-1.928, 1.822, 0.346)
C (-1.601, 0.449, -0.086)
C (-2.208, 2.844, -0.588)
C (-2.620, 4.081, -0.172)
H (-2.436, 3.625, 3.195)
H (-1.808, 1.338, 2.440)
H (-1.769, 0.204, -1.130)
H (-2.007, -0.300, 0.588)
H (-2.135, 2.626, -1.646)
H (-2.868, 4.858, -0.880)
S (1.598, 2.723, -0.037)
C (0.671, 4.188, -0.398)
C (0.268, 4.424, -1.713)
C (-0.328, 5.627, -2.055)
C (-0.525, 6.608, -1.090)
C (-0.123, 6.379, 0.217)
C (0.474, 5.173, 0.564)
H (0.446, 3.663, -2.462)
H (-0.629, 5.804, -3.080)
H (-0.983, 7.551, -1.359)
H (-0.272, 7.140, 0.972)
H (0.796, 4.993, 1.582)

Q: Among the records above, which one has the highest relative energy (zero: lowest compared OMol25 entry of this formula, charge and spin)?
A: C44H39ClIrO4S

Q: Which value of total charge does entry 1 give?
A: -1

Q: The lowest calculated total energy belongs to which entry?
A: C44H39BiN7O2Se2Te2

Q: Which value of calculated total energy does entry 1 give?
A: -211909.402 eV